A | ORCA calculation (ωB97M-V with the def2-TZVPD basis set) on C5H13N2O in the gas phase.

E_HOMO (spin up / spin down) (eV): -8.97 / -8.96
Kohn-Sham gap (spin up / spin down) (eV): 9.93 / 7.14
<S²>: 0.754

ORCA input file:
```
! RIJCOSX wB97M-V def2-TZVPD def2/J DEFGRID3
* xyz 0 2
N 2.5295 -0.3820 1.4436
C 0.9849 -0.5458 1.2123
C 0.1715 0.6939 1.7122
C 0.6863 -0.9310 -0.2173
N -0.8516 -1.1022 -0.4835
C -1.3559 -0.5437 -1.7389
C -1.5723 1.0208 -1.5476
O -0.6186 1.6413 -0.8860
H 2.7116 -0.1977 0.5484
H 2.6873 0.4621 2.0591
H 0.6760 -1.2631 1.8745
H -0.6787 1.0045 1.0781
H -0.1572 0.4300 2.7938
H 0.7671 1.6660 1.5271
H 1.0827 -1.9904 -0.3801
H 1.0900 -0.2099 -0.9496
H -1.3103 -0.4978 0.2441
H -2.1700 -1.1747 -1.9761
H -0.6089 -0.6736 -2.5361
H -2.6022 1.2517 -1.2421
H -1.4614 1.3417 -2.5357
*
```

---

B | ORCA calculation (ωB97M-V with the def2-TZVPD basis set) on C5H13N2O in the gas phase.

E_HOMO (spin up / spin down) (eV): -3.75 / -8.89
Kohn-Sham gap (spin up / spin down) (eV): 4.52 / 9.52
<S²>: 0.751

ORCA input file:
```
! RIJCOSX wB97M-V def2-TZVPD def2/J DEFGRID3
* xyz 0 2
C 0.2715 -2.6697 0.5101
O 1.5678 -3.1940 0.3141
C -0.0039 -1.2978 -0.1231
C -0.0714 -0.1471 0.9166
C -0.0905 1.1379 0.1202
C -1.2805 1.7199 -0.0407
N -1.5103 2.7936 -1.0283
N 1.0963 1.7090 -0.2497
H 0.1618 -2.6174 1.5909
H -0.5033 -3.3741 0.1979
H 1.7847 -3.1738 -0.6244
H 0.8216 -1.1686 -0.8311
H -0.9555 -1.2584 -0.6498
H 0.7455 -0.1848 1.6379
H -1.0289 -0.2309 1.4289
H -2.1518 1.4281 0.5150
H -1.0483 2.5596 -1.9543
H -2.5257 2.9218 -1.2678
H -1.2580 3.7260 -0.6325
H 1.9111 1.1193 -0.2477
H 1.1109 2.3779 -1.0052
*
```

---

C | ORCA calculation (ωB97M-V with the def2-TZVPD basis set) on a molecular structure, C5H13N2O.

E_HOMO (spin up / spin down) (eV): -8.10 / -7.71
Kohn-Sham gap (spin up / spin down) (eV): 7.73 / 6.85
<S²>: 0.916

ORCA input file:
```
! RIJCOSX wB97M-V def2-TZVPD def2/J DEFGRID3
* xyz 0 2
C -2.5162 0.0956 0.1299
O -1.7780 0.8310 -0.8576
C -1.8792 -1.1800 0.2552
C -0.5004 -1.1473 0.8946
C 0.6596 -0.8675 -0.1066
C 2.5082 -0.6701 -0.7009
N 1.9318 -0.8558 0.5602
N 1.4269 2.3737 0.1144
H -3.5263 0.0931 -0.3191
H -2.4855 0.6808 1.0565
H -1.3478 0.0961 -1.3397
H -2.4717 -2.0729 0.2764
H -0.5053 -0.1586 1.5259
H -0.2615 -2.1571 1.3113
H 0.5929 -1.5538 -0.9155
H 0.5297 0.1619 -0.5587
H 2.6046 0.3999 -1.0487
H 2.6869 -1.4940 -1.4769
H 2.1037 3.0960 0.1049
H 1.7242 1.5494 0.6791
H 0.5033 2.7795 0.4153
*
```

---

Short version: B, A, C, most stable first.

---

A | ORCA calculation (ωB97M-V with the def2-TZVPD basis set) on C3H6N2S3 in the gas phase.

E_HOMO (eV): -8.68
Kohn-Sham gap (eV): 8.14

ORCA input file:
```
! RIJCOSX wB97M-V def2-TZVPD def2/J DEFGRID3
* xyz 0 1
N 0.1923 -1.4800 1.4875
N 0.0320 -2.1552 0.2933
C 0.3831 -1.5278 -0.7920
C 0.5438 -0.0965 -0.8442
S 2.2231 0.3345 -0.2353
C -0.6090 0.6380 -0.2592
S -0.4191 2.0894 0.4415
S -2.0784 -0.3220 -0.3264
H 1.0403 -0.8021 1.5725
H 0.1323 -2.1136 2.4042
H 0.1686 -1.9544 -1.8646
H 0.5107 0.2569 -1.9107
H 1.9532 1.6802 0.6581
H -2.8913 0.6669 -0.0287
*
```

---

B | ORCA calculation (ωB97M-V with the def2-TZVPD basis set) on C3H6N2S3 in the gas phase.

E_HOMO (eV): -8.62
Kohn-Sham gap (eV): 9.10

ORCA input file:
```
! RIJCOSX wB97M-V def2-TZVPD def2/J DEFGRID3
* xyz 0 1
S -2.3469 2.2122 -0.4448
C -1.2086 0.9994 -0.3049
C -0.8430 0.2089 0.8774
N 0.2115 -0.6685 0.4836
S -0.2958 -2.3448 0.2027
C 0.8319 -0.0874 -0.6634
N -0.3334 0.6918 -1.2783
S -0.1009 1.5950 -2.7058
H -0.6404 0.9578 1.6889
H -1.7338 -0.2619 1.4636
H 0.9714 -2.6842 0.6114
H 1.1118 -0.8919 -1.4824
H 1.5813 0.5443 -0.3519
H -0.9647 2.4363 -2.1536
*
```

---

Short version: B, A, most stable first.

---

A | ORCA calculation (ωB97M-V with the def2-TZVPD basis set) on a gas-phase ion, C6H11N (charge +1).

E_HOMO (spin up / spin down) (eV): -12.68 / -12.66
Kohn-Sham gap (spin up / spin down) (eV): 8.02 / 5.58
<S²>: 0.761

ORCA input file:
```
! RIJCOSX wB97M-V def2-TZVPD def2/J DEFGRID3
* xyz 1 2
C 1.0851 0.5203 0.1567
C 2.0712 1.3050 0.7391
N 3.2758 0.8414 1.0775
C 0.0198 0.9300 -0.7462
C -1.3133 0.2339 -0.6362
C -1.5398 -0.8995 0.0367
C -2.5676 -1.9021 -0.3460
H 0.9856 -0.4456 0.6535
H 1.9623 2.3498 0.9446
H 4.1241 1.3006 0.7736
H 3.3577 -0.0995 1.4499
H -0.1701 2.0150 -0.6885
H 0.3738 0.8782 -1.7879
H -2.1822 0.7163 -1.0716
H -0.8281 -1.2253 0.7958
H -2.1759 -2.8474 -0.7185
H -3.2356 -1.4696 -1.0934
H -3.2428 -2.2017 0.4609
*
```

---

B | ORCA calculation (ωB97M-V with the def2-TZVPD basis set) on a gas-phase ion, C6H11N (charge +1).

E_HOMO (spin up / spin down) (eV): -14.00 / -14.99
Kohn-Sham gap (spin up / spin down) (eV): 9.88 / 7.56
<S²>: 0.773

ORCA input file:
```
! RIJCOSX wB97M-V def2-TZVPD def2/J DEFGRID3
* xyz 1 2
C 0.7546 -1.6602 -0.0407
N 0.7225 0.8012 -2.1987
C 0.3141 0.7479 -0.7999
C 0.2385 -0.2657 0.0518
C -0.7058 -0.1189 1.2374
C -0.5709 -0.9840 2.2789
C -0.6723 1.8506 -0.6633
H 1.5445 -1.9692 -0.7783
H 1.1498 -1.9703 0.9266
H 0.0059 -2.3971 -0.1697
H 1.2651 -0.0738 -2.5641
H 1.1817 1.6677 -2.3986
H -1.3651 0.6973 1.1503
H -1.2369 -0.9237 3.2534
H 0.0360 -1.9001 2.3879
H -1.6878 1.6577 -0.3736
H -0.1015 2.3746 0.1948
H -0.8723 2.4661 -1.4940
*
```

---

Short version: A, B, most stable first.

---

A | ORCA calculation (ωB97M-V with the def2-TZVPD basis set) on 2 unconnected molecules or ions with the total composition C5H11NO3S.

E_HOMO (eV): -9.28
Kohn-Sham gap (eV): 9.60

ORCA input file:
```
! RIJCOSX wB97M-V def2-TZVPD def2/J DEFGRID3
* xyz 0 1
C -2.0073 2.0023 -0.3662
C -1.7176 0.8820 -0.9735
C 1.8994 0.2838 -0.6473
C 1.2794 -0.7500 1.3971
C 0.1853 -1.3720 -0.7300
N 1.0852 -0.7275 -0.0196
O -1.5856 -3.4110 -0.7304
O 0.2431 -3.4908 0.8224
O -1.5326 -1.7575 1.2786
S -0.6628 -2.5244 0.3737
H -2.2897 2.0530 0.7133
H -2.0233 3.0159 -0.9739
H -1.9367 -0.1644 -0.5706
H 2.9112 0.2088 -0.3586
H 1.9074 0.2028 -1.8266
H 1.5375 1.2390 -0.4119
H 0.5415 0.0146 1.8473
H 1.3946 -1.9104 1.7577
H 2.2663 -0.3022 1.5612
H -1.2004 0.9551 -1.9218
H -1.4492 -4.2741 -0.4482
*
```

---

B | ORCA calculation (ωB97M-V with the def2-TZVPD basis set) on 2 unconnected molecules or ions with the total composition C5H11NO3S.

E_HOMO (spin up / spin down) (eV): -8.18 / -8.18
Kohn-Sham gap (spin up / spin down) (eV): 8.32 / 8.32

ORCA input file:
```
! RIJCOSX wB97M-V def2-TZVPD def2/J DEFGRID3
* xyz 0 1
C 2.4277 -0.6471 -0.8429
C 1.4203 0.4079 -1.0755
C 2.4948 -0.7370 0.7237
C 0.7558 0.6424 0.2937
C -3.1898 1.1012 0.3997
N -2.8094 -0.2864 0.6847
O -1.4462 -0.6814 -1.5267
O -1.0633 -2.0878 0.4669
O 1.4354 0.0581 1.2429
S -1.3018 -0.7664 -0.0795
H 2.1626 -1.5958 -1.2733
H 3.3848 -0.4491 -1.2088
H 1.9778 1.4044 -1.3359
H 0.5767 0.3896 -1.9314
H 2.3765 -1.8986 0.9910
H 3.4840 -0.4763 1.2581
H 0.2178 1.5565 0.6383
H -3.3948 1.1976 -0.6710
H -4.2755 1.3737 0.8225
H -2.5543 1.9392 0.7942
H -2.6790 -0.4446 1.6294
*
```

---

Short version: B, A, most stable first.

---

A | ORCA calculation (ωB97M-V with the def2-TZVPD basis set) on C2H4N2S2 in the gas phase.

E_HOMO (spin up / spin down) (eV): -9.01 / -8.89
Kohn-Sham gap (spin up / spin down) (eV): 7.27 / 6.56

ORCA input file:
```
! RIJCOSX wB97M-V def2-TZVPD def2/J DEFGRID3
* xyz 0 1
C 0.4768 -0.9234 -0.0030
C 0.1208 0.6715 0.3688
N 1.7139 -1.1055 0.0447
N -0.9484 1.1253 -0.4616
S -0.9453 -1.7592 0.0962
S -2.4037 0.8744 0.1128
H -0.2140 0.7814 1.4419
H 0.9912 1.3403 0.0955
H 1.9773 -2.1068 -0.1923
H -0.7685 1.1020 -1.5028
*
```

---

B | ORCA calculation (ωB97M-V with the def2-TZVPD basis set) on C2H4N2S2 in the gas phase.

E_HOMO (eV): -8.44
Kohn-Sham gap (eV): 8.36

ORCA input file:
```
! RIJCOSX wB97M-V def2-TZVPD def2/J DEFGRID3
* xyz 0 1
C -1.8668 -0.6551 0.0619
N -1.4853 -0.5024 -1.2792
S -0.4229 0.6748 -1.9613
C 1.0271 0.8572 -0.7937
N 1.0553 -0.1180 0.1199
S 2.2355 0.2374 1.3517
H -2.8661 -1.1517 0.3251
H -1.2800 -0.2470 0.9914
H 1.8621 1.7743 -0.8912
H 1.7411 -0.8695 2.0753
*
```

---

Short version: A, B, most stable first.

---

A | ORCA calculation (ωB97M-V with the def2-TZVPD basis set) on C2H4N2S2 in the gas phase.

E_HOMO (spin up / spin down) (eV): -8.78 / -8.12
Kohn-Sham gap (spin up / spin down) (eV): 8.23 / 6.84

ORCA input file:
```
! RIJCOSX wB97M-V def2-TZVPD def2/J DEFGRID3
* xyz 0 1
C 1.5109 0.3342 -0.6213
C 0.6365 -0.1564 0.4949
N 2.7095 0.2115 -0.6574
N -1.8690 -0.4637 -0.1825
S 3.8848 -0.3771 0.1671
S -0.5553 -1.3280 -0.2432
H 1.0330 0.8155 -1.3853
H 1.1116 -0.7239 1.2800
H -0.1383 0.5972 0.8798
H -2.5307 -0.9593 -0.9189
*
```

---

B | ORCA calculation (ωB97M-V with the def2-TZVPD basis set) on C2H4N2S2 in the gas phase.

E_HOMO (eV): -8.55
Kohn-Sham gap (eV): 9.08

ORCA input file:
```
! RIJCOSX wB97M-V def2-TZVPD def2/J DEFGRID3
* xyz 0 1
C 1.0905 -1.4857 0.8705
N 0.3321 -1.1172 1.8200
S -0.7408 0.1707 1.8168
C -0.8990 0.8938 0.2375
N -0.4175 0.5300 -0.8949
S -0.7359 1.6515 -2.1659
H 1.6757 -2.3299 1.1199
H 1.1968 -1.0851 -0.1576
H -1.4705 1.8184 0.4667
H -0.0314 0.9536 -3.1129
*
```

---

C | ORCA calculation (ωB97M-V with the def2-TZVPD basis set) on C2H4N2S2 in the gas phase.

E_HOMO (eV): -8.66
Kohn-Sham gap (eV): 7.59

ORCA input file:
```
! RIJCOSX wB97M-V def2-TZVPD def2/J DEFGRID3
* xyz 0 1
N -0.3533 -0.8190 0.9354
C 0.0126 -0.0233 -0.1046
C 1.3818 0.5194 -0.0022
S 2.3825 0.4101 1.2633
N -0.7389 0.3208 -1.0958
S -2.2955 -0.3551 -1.1422
H -1.3471 -0.9345 1.1219
H 0.2534 -0.8907 1.7600
H 1.7026 1.0813 -0.8822
H -2.7226 0.3750 -2.1732
*
```

---

Short version: C, B, A, most stable first.